# 1
The following is a quantum chemistry calculation of C27H44AuF6OP2 as an isolated structure, from OMol25.

Last column: Löwdin charge in e.
CARTESIAN COORDINATES (ANGSTROEM)
1 Au -0.0530 1.9955 -0.8753  0.702
2 C -1.8934 1.9198 2.0269  -0.222
3 C -2.2353 2.2579 0.6604  -0.288
4 C -3.4116 0.3545 1.2938  -0.185
5 C -2.5880 0.7529 2.3861  -0.152
6 C -3.2293 1.2738 0.2509  -0.202
7 C -1.0340 2.6622 2.9557  -0.055
8 H -0.4725 3.4508 2.4581  0.070
9 H -0.3417 1.9815 3.4641  0.069
10 H -1.6149 3.1372 3.7538  0.101
11 C -2.6238 0.0973 3.7005  0.011
12 H -2.1187 0.6775 4.4692  0.085
13 H -2.1605 -0.8929 3.6587  0.075
14 H -3.6524 -0.0729 4.0423  0.108
15 C -4.3456 -0.7872 1.3268  -0.017
16 H -5.0974 -0.7045 2.1215  0.097
17 H -3.7804 -1.7059 1.5298  0.062
18 H -4.8796 -0.9144 0.3853  0.080
19 C -4.0203 1.2662 -0.9969  -0.042
20 H -5.0712 1.5404 -0.7880  0.105
21 H -4.0404 0.2554 -1.4427  0.081
22 H -3.6284 1.9771 -1.7350  0.070
23 C -2.3342 3.6779 0.2198  -0.082
24 H -3.2411 4.1456 0.6428  0.114
25 H -2.4145 3.7747 -0.8704  0.066
26 H -1.4862 4.2649 0.5803  0.069
27 C 4.3083 0.1212 -1.0768  -0.168
28 C 4.4097 1.4346 -0.7667  -0.145
29 C 4.4436 2.5649 -1.7323  -0.174
30 C 3.7530 2.3036 -3.0974  -0.156
31 C 2.4969 1.4865 -3.0458  -0.139
32 C 2.4241 0.1783 -3.3812  -0.210
33 C 3.6181 -0.7602 -3.4144  -0.166
34 C 4.7363 -0.5284 -2.3666  -0.155
35 H 5.5100 2.8170 -1.9158  0.132
36 H 4.4784 1.8405 -3.7795  0.118
37 H 4.0048 3.4672 -1.2693  0.112
38 H 5.5365 0.0705 -2.8276  0.119
39 H 4.1610 -0.5677 -0.2308  0.118
40 H 4.7678 1.6691 0.2519  0.111
41 H 5.1481 -1.5278 -2.1114  0.130
42 H 3.2463 -1.7963 -3.3149  0.120
43 H 1.5887 -0.2079 -3.9973  0.084
44 H 4.0635 -0.6954 -4.4199  0.127
45 H 3.4718 3.2933 -3.4927  0.125
46 H 1.5689 2.0586 -2.8997  0.049
47 P 1.2686 0.7009 0.6764  0.843
48 C 0.9562 -0.3365 2.1128  -0.213
49 C 2.2758 2.0511 1.3753  -0.247
50 P 0.1251 -0.1779 -1.9924  0.879
51 C 1.5447 -0.5053 -0.6603  -0.420
52 C -0.6920 0.3021 -3.5936  -0.254
53 C -1.0464 -1.4293 -1.4234  -0.256
54 H -0.0953 -0.6861 2.1288  0.041
55 H 1.2012 0.2176 3.0342  0.060
56 H 1.6138 -1.2244 2.0424  0.063
57 H 2.1733 2.9696 0.7408  0.049
58 H 3.3257 1.7927 1.4930  0.027
59 H 1.8544 2.3500 2.3616  0.059
60 H -0.5813 -2.4173 -1.5979  0.060
61 H -1.9942 -1.3209 -1.9782  0.049
62 H -1.2882 -1.4232 -0.3157  0.037
63 H 1.4963 -1.5500 -0.3462  0.051
64 H 2.4876 -0.2937 -1.1903  -0.023
65 H -1.7774 0.2694 -3.4194  0.050
66 H -0.4481 -0.3547 -4.4416  0.059
67 H -0.4102 1.3437 -3.8293  0.037
68 C -2.2248 -4.3201 0.5968  0.011
69 C -1.3734 -3.3627 1.4138  -0.510
70 O -1.5645 -2.0552 1.2069  -0.202
71 C -1.7489 -3.6027 2.9368  -0.506
72 F -1.4916 -4.8605 3.3687  0.139
73 F -1.1129 -2.7403 3.7782  0.109
74 F -3.0893 -3.4137 3.1190  0.120
75 C 0.1304 -3.8679 1.2793  -0.470
76 F 0.2111 -5.2303 1.1725  0.123
77 F 0.6776 -3.3661 0.1252  0.075
78 F 0.9504 -3.4842 2.2917  0.126
79 H -3.2621 -3.9771 0.6490  0.094
80 H -2.1624 -5.3453 0.9982  0.102
81 H -1.8970 -4.2587 -0.4434  0.088

Cartesian forces, eV/Å:
Au -1.4 -0.9 0.8
C 0.3 0.0 -1.8
C -0.2 0.2 2.4
C -0.2 1.1 -1.7
C -0.2 0.1 -0.1
C -0.4 -2.0 1.2
C 0.3 0.4 0.6
H 0.1 0.0 0.0
H 0.1 0.2 0.0
H 0.0 0.0 0.0
C 0.0 -0.1 0.5
H 0.1 0.0 0.0
H 0.0 0.1 -0.1
H 0.1 0.0 -0.2
C -0.2 -0.6 0.1
H 0.1 0.2 -0.1
H -0.1 0.2 -0.1
H 0.0 0.0 0.0
C -0.3 0.0 -0.6
H 0.4 -0.1 -0.2
H 0.0 0.4 0.1
H -0.1 -0.2 0.1
C 0.1 0.4 -0.3
H 0.2 -0.2 -0.1
H 0.0 0.1 0.1
H 0.0 0.1 -0.1
C 1.5 0.8 1.2
C 1.0 -1.2 0.1
C 0.6 0.4 -0.4
C 0.5 0.2 1.0
C -0.6 -0.3 -1.0
C 0.6 0.4 -1.3
C -0.2 -0.2 -0.4
C -0.6 -0.2 -0.5
H -0.5 0.1 0.0
H -0.3 0.1 0.1
H 0.1 -0.4 0.0
H -0.2 -0.2 0.3
H 0.6 0.3 -0.2
H -1.0 0.0 -0.4
H -0.1 0.7 -0.2
H 0.0 0.4 -0.1
H 0.2 0.2 1.0
H -0.1 -0.2 0.2
H 0.2 -0.4 -0.1
H 0.4 -0.2 -0.6
P -1.5 0.0 0.8
C -0.2 -0.3 0.5
C 0.6 1.2 -0.5
P -2.0 0.8 2.6
C 1.0 -0.1 -1.9
C 1.0 0.4 -1.2
C -0.1 0.2 -0.5
H 0.4 -0.1 -0.1
H -0.2 -0.2 -0.4
H -0.3 0.4 0.1
H 0.4 -0.9 0.4
H -0.1 0.1 0.2
H 0.0 -0.7 -0.7
H -0.3 0.3 0.0
H 0.5 -0.3 0.1
H 0.4 -0.2 -0.1
H -0.1 0.2 0.2
H -0.9 -0.3 0.6
H 0.5 -0.1 0.4
H -0.1 0.1 0.2
H 0.0 -0.6 -0.1
C -0.4 -0.2 -0.1
C 0.2 -0.1 1.9
O 0.6 0.1 -0.2
C -0.3 -0.4 0.0
F 0.1 0.5 0.0
F -0.3 -0.6 -0.4
F 0.8 0.1 -0.1
C -0.4 -0.5 0.0
F 0.3 1.3 0.2
F 0.0 -0.3 0.4
F -0.3 -0.3 -0.7
H 0.2 0.0 0.0
H 0.0 0.4 -0.5
H -0.1 -0.3 0.0

Computed properties:
Kohn-Sham gap (spin up / spin down) ... 5.5 / 4.2 eV
Spin multiplicity ... 3
⟨S²⟩ ... 2.0211
Charge ... +1
Energy relative to the best compared isomer or geometry (same formula, charge and spin) ... 2.182 eV
E ... -69321.520 eV

=====

# 2
The following is a quantum chemistry calculation of a single C20H28N4O4 molecule, from OMol25.

Last column: Löwdin charge in e.
CARTESIAN COORDINATES (ANGSTROEM)
1 C -5.4511 6.2859 -0.1864  -0.033
2 C -3.9586 6.4898 -0.0403  -0.318
3 O -3.3362 6.3402 -1.3523  -0.078
4 N -2.7241 5.1088 -1.4134  0.136
5 C -2.6992 4.5784 -0.2591  -0.180
6 C -2.0851 3.2334 -0.0382  -0.436
7 O -2.0739 2.7408 1.0796  0.072
8 N -1.5721 2.6404 -1.1324  0.075
9 C -0.9398 1.3354 -1.0526  -0.164
10 C 0.4854 1.4118 -0.5134  -0.153
11 C 1.1736 0.0546 -0.4274  -0.313
12 C 2.6605 0.2111 -0.1042  -0.168
13 C 3.3497 -1.1411 0.0568  -0.163
14 C 2.6167 -2.0138 1.0721  -0.151
15 N 1.2042 -2.1338 0.7149  -0.037
16 C 0.7359 -3.1265 -0.1063  -0.409
17 O -0.2087 -2.9592 -0.8614  0.073
18 C 1.3932 -4.4723 -0.0106  -0.147
19 C 1.7340 -5.0541 1.2031  -0.046
20 C 2.2603 -6.3377 1.2231  -0.012
21 C 2.4807 -7.0471 0.0529  -0.258
22 N 3.0179 -8.3697 0.1137  0.077
23 C 2.1209 -6.4530 -1.1610  -0.256
24 O 2.3265 -7.1890 -2.2944  0.057
25 C 1.5735 -5.1818 -1.1913  0.044
26 C 0.5286 -0.8428 0.6301  -0.110
27 C -3.2682 5.4377 0.8310  -0.253
28 C -2.1701 5.9862 1.7408  -0.036
29 H -5.9455 6.4388 0.7744  0.087
30 H -5.8655 6.9876 -0.9089  0.083
31 H -5.6618 5.2706 -0.5270  0.090
32 H -3.7256 7.5045 0.2844  0.147
33 H -1.6277 3.1390 -2.0053  0.131
34 H -1.5581 0.7056 -0.4135  0.119
35 H -0.9443 0.8978 -2.0517  0.131
36 H 1.0701 2.0723 -1.1614  0.121
37 H 0.4601 1.8771 0.4767  0.121
38 H 1.0761 -0.4590 -1.3922  0.150
39 H 3.1513 0.7979 -0.8846  0.116
40 H 2.7580 0.7813 0.8279  0.124
41 H 3.3647 -1.6644 -0.9051  0.119
42 H 4.3883 -1.0113 0.3691  0.113
43 H 3.0679 -2.9995 1.1320  0.107
44 H 2.6708 -1.5580 2.0657  0.129
45 H 1.5645 -4.5187 2.1282  0.118
46 H 2.5092 -6.8222 2.1581  0.114
47 H 2.4568 -9.0038 -0.4425  0.081
48 H 3.9561 -8.3997 -0.2675  0.084
49 H 1.9998 -6.6945 -3.0532  0.107
50 H 1.2620 -4.7342 -2.1288  0.128
51 H 0.6065 -0.3606 1.6105  0.141
52 H -0.5200 -1.0282 0.4179  0.119
53 H -3.9923 4.8745 1.4218  0.152
54 H -1.6576 5.1711 2.2494  0.079
55 H -1.4396 6.5524 1.1601  0.093
56 H -2.5985 6.6508 2.4923  0.082

Cartesian forces, eV/Å:
C 0.0 0.0 0.0
C 0.0 0.0 0.0
O 0.0 0.0 0.0
N 0.0 0.0 0.0
C 0.0 0.0 0.0
C 0.0 0.1 0.0
O 0.0 0.0 0.0
N 0.0 0.0 0.0
C 0.0 0.0 0.0
C 0.0 0.0 0.0
C 0.0 0.0 0.0
C 0.0 0.0 0.0
C 0.0 0.0 0.0
C 0.0 0.0 0.0
N 0.0 0.0 -0.1
C 0.0 0.0 0.1
O 0.0 0.0 0.0
C 0.0 0.0 0.0
C 0.0 0.0 0.0
C 0.1 0.0 0.0
C -0.1 0.0 0.0
N 0.0 0.0 0.1
C 0.0 0.0 0.0
O 0.0 0.0 0.0
C 0.0 0.0 0.0
C 0.0 0.0 0.0
C 0.0 0.0 0.0
C 0.0 0.0 0.0
H 0.0 0.0 0.0
H 0.0 0.0 0.0
H 0.0 0.0 0.0
H 0.0 0.0 0.0
H 0.0 0.0 0.0
H 0.0 0.0 0.0
H 0.0 0.0 0.0
H 0.0 0.0 0.0
H 0.0 0.0 0.0
H 0.0 0.0 0.0
H 0.0 0.0 0.0
H 0.0 0.0 0.0
H 0.0 0.0 0.0
H 0.0 0.0 0.0
H 0.0 0.0 0.0
H 0.0 0.0 0.0
H 0.0 0.0 0.0
H 0.0 0.0 0.0
H 0.0 0.0 -0.1
H 0.0 0.0 0.0
H 0.0 0.0 0.0
H 0.0 0.0 0.0
H 0.0 0.0 0.0
H 0.0 0.0 0.0
H 0.0 0.0 0.0
H 0.0 0.0 0.0
H 0.0 0.0 0.0
H 0.0 0.0 0.0

Computed properties:
Kohn-Sham gap ... 9.4 eV
Energy relative to the best compared isomer or geometry (same formula, charge and spin) ... 1.990 eV
SMILES string ... C[C@@H]1ON=C(C(=O)NCC[C@H]2CCCN(C(=O)c3ccc(N)c(O)c3)C2)[C@H]1C
E ... -35345.135 eV

=====

# 3
The following is a quantum chemistry calculation of C16H31NP2Pd as an isolated structure, from OMol25.

Last column: Löwdin charge in e.
CARTESIAN COORDINATES (ANGSTROEM)
1 P 1.0572 -1.8513 2.2428  0.767
2 P 0.2398 2.2133 2.4572  0.759
3 C 1.5155 -0.3293 1.3432  -0.372
4 C 1.6151 1.0715 1.9999  -0.367
5 H 0.8407 -0.2261 0.4744  0.040
6 H 2.5050 -0.5696 0.9155  0.078
7 H 2.2685 1.0267 2.8823  0.068
8 H 2.1110 1.6983 1.2488  0.068
9 C -1.2487 2.4411 1.5157  -0.245
10 H -1.9580 2.9911 2.1682  0.068
11 H -1.7080 1.4846 1.2388  0.028
12 H -1.0607 3.0424 0.6119  0.046
13 C 0.9673 3.8587 2.6901  -0.210
14 H 0.4502 4.5505 2.0231  0.039
15 H 2.0418 3.8611 2.4375  0.051
16 H 0.8375 4.1988 3.7195  0.054
17 C -0.4035 -2.3335 1.2818  -0.236
18 H -1.0245 -3.0412 1.8372  0.054
19 H -0.0482 -2.7949 0.3487  0.030
20 H -0.9960 -1.4332 1.0315  0.024
21 C 2.2192 -3.1607 1.8108  -0.248
22 H 3.2359 -2.7610 1.6855  0.041
23 H 1.9049 -3.5896 0.8432  0.036
24 H 2.2418 -3.9800 2.5401  0.053
25 Pd -1.5492 -0.4249 -1.4309  0.673
26 C -0.5537 1.1571 -2.2690  -0.274
27 C -1.9340 1.1851 -2.6059  -0.298
28 C -2.3943 0.7539 -3.9800  -0.201
29 C -1.8828 -0.6576 -4.3891  -0.195
30 C -1.5593 -1.5242 -3.2013  -0.266
31 C -0.2986 -1.6613 -2.6034  -0.275
32 C 0.9050 -0.8292 -2.9939  -0.196
33 C 0.5231 0.6710 -3.2168  -0.183
34 C 0.5303 -1.8074 3.9302  -0.247
35 H -0.2216 1.7311 -1.4113  0.063
36 H -2.5593 1.9078 -2.0600  0.086
37 H -2.1187 1.4895 -4.7440  0.110
38 H -3.4988 0.7106 -3.9461  0.108
39 H -2.6989 -1.1621 -4.9288  0.107
40 H -1.0365 -0.6045 -5.0963  0.108
41 H -2.2133 -2.3907 -3.0580  0.093
42 H -0.0744 -2.6336 -2.1323  0.088
43 H 1.3888 -1.2633 -3.8791  0.111
44 H 1.6499 -0.9116 -2.1837  0.094
45 H 1.4281 1.2612 -3.0087  0.106
46 H 0.2371 0.8125 -4.2715  0.101
47 H 0.6751 -0.8008 4.3326  0.015
48 H 1.0516 -2.5428 4.5567  0.055
49 H -0.5518 -2.0334 3.9595  0.049
50 N -0.5834 1.4301 5.1774  0.005
51 C -0.2640 1.7701 4.1058  -0.461

Cartesian forces, eV/Å:
P 1.6 1.1 -0.1
P -0.9 -3.1 3.9
C 0.0 0.3 -0.1
C 0.6 0.5 -0.4
H -0.4 0.1 -0.4
H -0.3 0.2 0.3
H 0.0 0.1 0.0
H 0.5 -0.1 0.0
C -1.0 0.7 -0.8
H 0.3 -0.2 -0.3
H 0.3 0.3 0.0
H -0.2 -0.1 0.1
C 0.8 0.8 -1.0
H 0.1 0.2 0.0
H -0.4 0.1 0.1
H 0.0 -0.3 -0.2
C -0.6 -0.2 -0.3
H 0.0 0.0 -0.2
H -0.3 0.2 0.2
H 0.1 -0.4 0.2
C 0.5 -0.4 -0.6
H -0.4 -0.1 0.2
H 0.1 -0.1 0.1
H -0.1 0.4 0.0
Pd -0.6 -1.3 2.5
C -0.9 1.1 -0.7
C 1.1 2.3 -0.4
C -0.7 -0.2 0.2
C -0.4 0.1 -0.3
C 0.9 -1.8 -0.3
C 0.2 -1.3 -1.0
C -0.2 0.1 0.4
C 0.7 -0.3 0.1
C -1.0 0.0 0.9
H 0.1 0.2 -0.1
H 0.1 -0.3 -0.3
H 0.0 0.0 0.1
H 0.4 0.1 -0.1
H 0.3 0.2 0.0
H -0.3 0.0 0.4
H 0.0 0.3 0.0
H -0.1 0.5 -0.1
H -0.1 0.2 0.0
H -0.2 0.1 -0.2
H -0.2 -0.1 -0.3
H 0.1 0.2 0.5
H 0.0 -0.2 0.0
H 0.0 0.3 -0.3
H 0.1 0.1 0.3
N -0.4 -0.4 1.3
C 0.9 0.4 -3.0

Computed properties:
Kohn-Sham gap (spin up / spin down) ... 3.4 / 7.0 eV
Spin multiplicity ... 3
⟨S²⟩ ... 2.0081
Energy relative to the best compared isomer or geometry (same formula, charge and spin) ... 3.850 eV
E ... -40633.583 eV